#a
This record from the Open Molecules 2025 dataset describes C7H14N2 in the gas phase. The level of theory is ωB97M-V/def2-TZVPD.

- SMILES: CN1CCC[C@@H]2NC[C@H]21
- Frontier orbital gap: 0.32032 hartree
- LUMO energy: 1.1 eV

```
! wB97M-V def2-TZVPD RIJCOSX def2/J DEFGRID3
* xyz 0 1
C -1.89160 0.98952 -1.12544
N -1.10804 0.49527 -0.03198
C -1.40442 -0.87717 0.47941
C -0.27001 -1.25585 1.45805
C 1.23416 -1.28328 0.98512
C 1.11083 -0.42727 -0.20112
N 2.23611 0.46638 -0.71878
C 1.22072 1.42862 -1.12919
C 0.28995 0.75059 0.00956
H -2.84932 0.37931 -0.98108
H -2.06114 2.17251 -1.12232
H -1.37382 0.67669 -2.11311
H -1.50087 -1.64714 -0.39049
H -2.36715 -0.70441 1.03393
H -0.29287 -0.39653 2.30910
H -0.61234 -2.24127 1.90739
H 1.93465 -1.02957 1.80416
H 1.43465 -2.34600 0.89000
H 0.77550 -0.99892 -1.01000
H 2.69631 0.73814 0.22157
H 0.77724 1.36513 -2.11001
H 1.52005 2.44771 -1.04615
H 0.50143 1.29754 0.88140
*
```

***

#b
This record from the Open Molecules 2025 dataset describes 2 unconnected molecules or ions with the total composition C7H14N2. The level of theory is ωB97M-V/def2-TZVPD.

- SMILES: CC(C)C1=NN1.C=CC
- Frontier orbital gap: 0.36165 hartree
- LUMO energy: 0.9 eV

```
! wB97M-V def2-TZVPD RIJCOSX def2/J DEFGRID3
* xyz 0 1
C 1.83918 0.78451 -1.59860
C 1.31470 0.02135 -0.44959
C 2.36892 -0.56124 0.56918
C 0.51234 0.73434 0.49459
N 0.18818 0.77887 1.66723
N 0.23591 2.03902 0.79112
H 2.47954 0.19383 -2.21301
H 2.45698 1.57062 -1.14172
H 1.00588 1.27673 -2.24693
H 0.75100 -0.86615 -0.81912
H 2.82280 -1.46792 0.16769
H 1.95677 -0.67760 1.64747
H 3.19897 0.21152 0.67599
H -0.77788 2.27327 0.47509
C -1.58266 0.81337 -1.23339
C -1.61836 -0.09461 -0.26468
C -2.47928 0.14780 1.05015
H -2.29682 1.71590 -1.16874
H -0.97582 0.56624 -1.97642
H -0.92724 -1.02021 -0.31331
H -1.96832 0.92874 1.65142
H -2.60448 -0.76417 1.69400
H -3.53454 0.54547 0.73790
*
```

***

#c
This record from the Open Molecules 2025 dataset describes 2 unconnected molecules or ions with the total composition C7H14N2. The level of theory is ωB97M-V/def2-TZVPD.

- SMILES: CCc1c[nH]cn1.CC
- Frontier orbital gap: 0.33336 hartree
- LUMO energy: 0.8 eV

```
! wB97M-V def2-TZVPD RIJCOSX def2/J DEFGRID3
* xyz 0 1
C -2.79099 0.41809 0.14523
C -2.50921 0.34957 -1.35650
C -1.27362 -0.40502 -1.60530
C 0.09694 -0.25167 -1.19724
N 0.67693 -1.51768 -1.34154
C -0.10989 -2.19217 -2.24939
N -1.28163 -1.60341 -2.37570
H -1.91392 0.95049 0.49386
H -2.62826 -0.62514 0.50793
H -3.59653 0.96894 0.34390
H -3.35041 -0.15291 -1.88311
H -2.64564 1.34340 -1.79882
H 0.48662 0.73029 -0.91469
H 1.71142 -1.90641 -1.18809
H 0.12332 -3.04758 -2.95447
C 2.53759 0.19517 2.31586
C 2.22394 1.63234 2.02043
H 3.53636 -0.10368 2.90901
H 1.80659 -0.52565 2.78679
H 2.59838 -0.25832 1.40037
H 3.07199 2.30925 1.75028
H 1.79878 2.12069 2.97636
H 1.43124 1.57141 1.21483
*
```

***

#d
This record from the Open Molecules 2025 dataset describes C7H14N2 in the gas phase. The level of theory is ωB97M-V/def2-TZVPD.

- Frontier orbital gap (alpha / beta): 0.25329 / 0.24975 hartree
- LUMO energy (alpha / beta): 1.0 / 0.9 eV

```
! wB97M-V def2-TZVPD RIJCOSX def2/J DEFGRID3
* xyz 0 1
C 1.31879 0.46296 1.25004
C -2.13752 -0.13835 -0.48786
C -0.48090 -1.96624 0.11287
C 0.10075 0.57972 0.46028
C -0.79730 -0.49964 0.07136
N -0.49356 1.89418 0.55131
N 1.61680 -0.67454 1.97278
C 0.91632 0.23291 -0.94087
C 0.86641 1.04180 -2.01738
H 2.05878 1.25128 1.18460
H -0.96170 2.15534 -0.30801
H 0.21182 2.59412 0.74352
H 0.84124 -1.08552 2.47977
H 2.48195 -0.65994 2.48967
H 1.50879 -0.67066 -0.96880
H -2.65779 0.59824 0.12975
H -2.04297 0.28317 -1.50126
H -1.24806 -2.50120 0.68675
H 0.50067 -2.18742 0.52376
H -0.50017 -2.39863 -0.89540
H -2.77227 -1.02228 -0.56294
H 0.24867 1.92788 -2.06595
H 1.42125 0.78282 -2.90799
*
```

***

Q: Which of them is the most stable? A: #c.